Formula: C4H4N2O
Source: the OMol25 dataset
Level of theory: the ωB97M-V functional and the def2-TZVPD basis

Output
E_HOMO in eV: -9.34
E_tot in eV: -9240.2793
Relative energy (zero: lowest compared OMol25 entry of this formula, charge and spin) in eV: 0.2086
Molecular weight in g/mol: 96.089

```
11
Properties=species:S:1:pos:R:3:forces:R:3
O 2.3650 -1.2756 0.3437 -0.242 0.130 -0.233
N -1.2069 0.3078 0.0624 0.051 -0.029 -0.053
N 0.1612 -1.5856 -0.1955 -0.101 0.167 0.158
C -0.1356 1.1743 -0.0086 0.097 -0.104 -0.012
C 1.1075 0.6740 -0.1057 -0.137 0.027 0.098
C 1.3033 -0.7801 0.0298 0.183 -0.025 0.061
C -0.9910 -1.0305 -0.1209 0.012 0.016 0.029
H -2.1462 0.6570 0.1602 0.104 -0.043 -0.061
H 1.9776 1.3160 -0.1756 -0.132 -0.089 0.054
H -1.8929 -1.6372 -0.2095 0.119 0.098 -0.013
H -0.3710 2.2330 0.0204 0.045 -0.149 -0.029
```
Forces are in eV/Å.

For reference, the Löwdin charges in units of e are:
1 O 0.057
2 N 0.044
3 N 0.145
4 C -0.091
5 C 0.008
6 C -0.491
7 C -0.178
8 H 0.143
9 H 0.113
10 H 0.127
11 H 0.123



Formula: O2S2
Source: the OMol25 dataset
Level of theory: the ωB97M-V functional and the def2-TZVPD basis

Output
E_HOMO (spin up / spin down) in eV: -9.49 / -9.81
E_tot in eV: -25762.3254
Relative energy (zero: lowest compared OMol25 entry of this formula, charge and spin) in eV: 1.6214
Molecular weight in g/mol: 96.132

```
4
Properties=species:S:1:pos:R:3:forces:R:3
S -0.5493 -0.6606 -0.0034 -0.625 0.485 0.049
S 2.4519 -0.1348 0.0140 -1.280 -0.192 -0.017
O -1.7795 0.1760 0.0186 2.176 -0.713 -0.050
O 0.8500 0.2906 -0.0380 -0.271 0.420 0.018
```
Forces are in eV/Å.

For reference, the Löwdin charges in units of e are:
1 S 0.925
2 S 0.620
3 O -0.502
4 O -1.044



Q: The highest E_tot belongs to which entry?
A: C4H4N2O



Q: Which of these has the lowest molecular weight?
A: C4H4N2O